1:
Computed, not measured: a 2-piece molecular cluster, C3H8ClNS overall, with the ωB97M-V functional and the def2-TZVPD basis.

- orbital gap (eV) = 9.01
- HOMO (eV) = -9.03
- multiplicity = 1

The geometry in XYZ format:
```
14
C3H8ClNS, DFT the ωB97M-V functional and the def2-TZVPD basis
C -0.63 0.21 1.28
C 2.09 0.39 -0.97
C -0.95 -0.20 -0.15
N -0.04 0.43 -1.11
S -1.14 -2.01 -0.16
Cl -2.53 0.59 -0.44
H -0.10 -0.57 1.91
H 0.02 1.10 1.36
H -1.56 0.55 1.92
H 2.47 -0.22 -1.76
H 2.14 1.48 -1.11
H 2.20 0.28 0.18
H -0.18 0.07 -2.01
H -1.79 -2.12 1.05
```

2:
Computed, not measured: a single C3H8ClNS molecule, with the ωB97M-V functional and the def2-TZVPD basis.

- orbital gap (eV) = 10.08
- HOMO (eV) = -9.39
- multiplicity = 1
- SMILES = N[C@@H](CS)CCl

The geometry in XYZ format:
```
14
C3H8ClNS, DFT the ωB97M-V functional and the def2-TZVPD basis
C 0.28 -0.47 -0.44
C -0.93 -0.10 -1.37
C -0.06 -0.10 0.98
H 1.07 -2.16 -1.47
H -0.24 -2.40 -0.57
H 1.10 0.19 -0.76
H -0.74 -0.40 -2.36
H -1.89 -0.46 -1.08
H -2.24 1.82 -2.07
H -0.33 0.93 1.06
H -0.87 -0.71 1.35
N 0.69 -1.89 -0.51
S -1.11 1.75 -1.34
Cl 1.25 -0.44 2.11
```

Computed energies relative to the best structure, in kcal/mol: 1 73.8; 2 0.0

1:
Computed, not measured: a single C15H22N2O3S molecule, with the ωB97M-V functional and the def2-TZVPD basis.

- orbital gap (eV) = 8.57
- HOMO (eV) = -8.06
- multiplicity = 1
- SMILES = CC(C)(C)Nc1cccc2c1S[C@@H](OCCCO)C(=O)N2

The geometry in XYZ format:
```
43
C15H22N2O3S, DFT the ωB97M-V functional and the def2-TZVPD basis
O 2.24 -3.28 2.92
O -2.13 -3.07 -2.16
O 0.07 -3.22 0.80
S -0.60 -0.77 1.89
C 1.60 -2.31 2.59
C 2.42 2.36 3.25
C 2.69 1.04 3.33
C 1.16 2.74 2.66
C 0.55 0.45 2.31
C 1.78 0.11 2.90
C 0.29 1.83 2.11
N 2.21 -1.16 2.95
N -0.80 2.32 1.43
C 0.11 -2.42 2.02
C 0.80 2.75 -0.54
C -1.37 1.68 -0.76
C -1.25 4.10 -0.01
C -2.39 -2.35 -0.90
C -1.05 -4.07 0.57
C -2.44 -3.37 0.31
C -0.62 2.74 0.02
H -1.40 -2.73 -2.78
H 2.99 3.18 3.70
H 3.59 0.86 3.89
H 0.88 3.82 2.68
H 3.05 -1.33 3.48
H -1.52 1.62 1.57
H -0.45 -2.98 2.81
H 0.90 2.48 -1.62
H 1.39 3.65 -0.51
H 1.51 2.08 0.00
H -2.46 1.86 -0.78
H -1.20 1.72 -1.81
H -1.20 0.67 -0.33
H -1.98 4.18 0.78
H -0.41 4.77 0.02
H -1.67 4.14 -0.89
H -1.71 -1.51 -0.73
H -3.36 -1.94 -1.13
H -1.12 -4.73 1.40
H -0.70 -4.60 -0.30
H -3.17 -4.17 0.15
H -2.62 -2.74 1.16
```

2:
Computed, not measured: a single C15H22N2O3S molecule, with the ωB97M-V functional and the def2-TZVPD basis.

- orbital gap (eV) = 9.75
- HOMO (eV) = -8.94
- multiplicity = 1
- SMILES = Cc1ccc(S(=O)(=O)NCCC(=O)N2CCCCC2)cc1

The geometry in XYZ format:
```
43
C15H22N2O3S, DFT the ωB97M-V functional and the def2-TZVPD basis
C -2.22 1.37 6.06
C -1.74 1.31 4.65
C -1.01 0.21 4.19
C -0.55 0.16 2.89
C -0.80 1.21 2.04
C -1.52 2.31 2.47
C -1.98 2.36 3.77
H -2.54 3.22 4.11
H -1.69 3.12 1.77
S -0.26 1.13 0.34
O 0.86 0.23 0.25
O -0.08 2.45 -0.18
N -1.64 0.48 -0.36
H -1.64 -0.52 -0.20
C -1.74 0.73 -1.79
H -1.89 1.80 -1.92
C -0.47 0.29 -2.53
C -0.07 -1.12 -2.11
O -0.89 -1.88 -1.61
N 1.20 -1.48 -2.34
C 2.22 -0.58 -2.83
H 2.45 0.17 -2.07
C 3.48 -1.36 -3.21
C 3.08 -2.64 -3.93
C 2.33 -3.57 -2.96
C 1.67 -2.76 -1.84
H 2.38 -2.57 -1.03
H 0.81 -3.28 -1.43
H 1.57 -4.13 -3.51
H 3.01 -4.29 -2.51
H 3.97 -3.15 -4.32
H 2.44 -2.38 -4.77
H 4.10 -0.73 -3.85
H 4.07 -1.60 -2.32
H 1.84 -0.07 -3.72
H -0.63 0.32 -3.61
H 0.33 0.99 -2.27
H -2.61 0.18 -2.16
H 0.02 -0.68 2.53
H -0.81 -0.61 4.87
H -2.36 0.37 6.47
H -3.16 1.91 6.13
H -1.49 1.89 6.68
```

3:
Computed, not measured: a single C15H22N2O3S molecule, with the ωB97M-V functional and the def2-TZVPD basis.

- orbital gap (eV) = 10.03
- HOMO (eV) = -9.31
- multiplicity = 1
- SMILES = CCN(CC(=O)N1CCCCC1)S(=O)(=O)c1ccccc1

The geometry in XYZ format:
```
43
C15H22N2O3S, DFT the ωB97M-V functional and the def2-TZVPD basis
C -2.72 1.42 -1.79
H -2.66 2.16 -1.00
H -2.35 1.86 -2.72
H -3.76 1.14 -1.93
C -1.88 0.19 -1.46
N -0.48 0.48 -1.34
S 0.42 0.42 -2.73
O 1.72 0.96 -2.42
O -0.30 1.02 -3.82
C 0.59 -1.33 -3.08
C 0.78 -1.71 -4.39
C 0.95 -3.05 -4.70
C 0.94 -3.99 -3.68
C 0.75 -3.60 -2.37
C 0.57 -2.26 -2.06
H 0.41 -1.94 -1.04
H 0.73 -4.33 -1.58
H 1.08 -5.03 -3.92
H 1.10 -3.35 -5.72
H 0.77 -0.94 -5.16
C 0.05 1.11 -0.17
C 0.16 0.11 0.99
O -0.19 -1.05 0.85
N 0.68 0.57 2.14
C 1.09 1.92 2.43
H 1.10 2.53 1.53
C 0.17 2.53 3.49
C 0.18 1.67 4.75
C -0.19 0.23 4.40
C 0.73 -0.30 3.30
H 0.43 -1.30 2.99
H 1.76 -0.34 3.67
H -0.12 -0.41 5.28
H -1.22 0.20 4.03
H -0.51 2.07 5.49
H 1.19 1.69 5.19
H 0.50 3.55 3.72
H -0.85 2.58 3.09
H 2.12 1.89 2.83
H 1.04 1.46 -0.44
H -0.57 1.96 0.13
H -1.98 -0.54 -2.27
H -2.22 -0.28 -0.53
```

Computed energies relative to the best structure, in kcal/mol: 1 75.8; 2 0.0; 3 5.1

1:
Computed, not measured: C3H6O3S as an isolated structure, with the ωB97M-V functional and the def2-TZVPD basis.

- orbital gap (eV) = 10.16
- HOMO (eV) = -10.17
- multiplicity = 1

The geometry in XYZ format:
```
13
C3H6O3S, DFT the ωB97M-V functional and the def2-TZVPD basis
C -0.81 -0.75 0.57
C -2.02 -0.47 -0.31
C -2.83 0.45 0.16
H 2.73 -0.29 0.52
H -0.24 -1.81 0.23
H -0.88 -0.61 1.67
H -2.34 -1.04 -1.18
H -2.55 1.36 0.93
H -3.88 0.64 -0.26
O 1.63 -0.36 1.10
O 1.13 -0.68 -1.22
O 0.87 1.59 -0.21
S 0.76 0.12 -0.11
```

2:
Computed, not measured: a 2-piece molecular cluster, C3H6O3S overall, with the ωB97M-V functional and the def2-TZVPD basis.

- orbital gap (eV) = 10.51
- HOMO (eV) = -10.53
- multiplicity = 1

The geometry in XYZ format:
```
13
C3H6O3S, DFT the ωB97M-V functional and the def2-TZVPD basis
C -1.39 0.33 0.49
C 0.48 -0.14 -0.84
C 0.03 0.00 0.62
O -4.64 -1.24 -0.07
O -3.60 0.74 -0.99
O -2.26 -0.13 1.18
S -4.34 0.12 0.15
H -1.59 1.11 -0.23
H 0.80 0.74 -1.42
H -0.11 -0.91 -1.37
H 1.49 -0.65 -0.88
H 0.56 0.80 1.04
H 0.44 -0.81 1.16
```

Computed energies relative to the best structure, in kcal/mol: 1 50.5; 2 0.0

1:
Computed, not measured: a single C5H8ClOPS molecule, with the ωB97M-V functional and the def2-TZVPD basis.

- orbital gap (spin up / spin down) (eV) = 6.40 / 6.40
- HOMO (spin up / spin down) (eV) = -8.03 / -8.03
- multiplicity = 1

The geometry in XYZ format:
```
17
C5H8ClOPS, DFT the ωB97M-V functional and the def2-TZVPD basis
C -0.86 0.58 -0.41
C 0.24 0.20 0.47
C -0.65 1.56 -1.26
C -2.18 -0.17 -0.36
C 0.18 -0.97 1.40
O 1.41 0.77 0.32
P 2.75 0.21 -0.65
S 2.68 -1.77 -0.51
Cl 4.29 0.62 0.58
H -1.50 1.78 -1.98
H 0.35 2.01 -1.35
H -2.26 -0.95 -1.02
H -3.11 0.42 -0.65
H -2.31 -0.53 0.58
H -0.73 -1.68 1.43
H 0.55 -0.58 2.35
H 1.15 -1.49 1.07
```

2:
Computed, not measured: a single C5H8ClOPS molecule, with the ωB97M-V functional and the def2-TZVPD basis.

- orbital gap (eV) = 9.29
- HOMO (eV) = -8.72
- multiplicity = 1
- SMILES = CC1=C(C)O[P@](=S)(Cl)C1

The geometry in XYZ format:
```
17
C5H8ClOPS, DFT the ωB97M-V functional and the def2-TZVPD basis
C 0.09 0.36 0.62
C 0.35 -0.94 0.85
C 0.35 1.20 1.81
C -0.44 1.04 -0.62
C 0.22 -2.01 -0.19
O 0.72 -1.27 2.17
P 0.47 0.04 3.22
S 1.71 0.51 4.59
Cl -1.45 -0.19 3.66
H 1.40 1.60 1.85
H -0.29 2.09 1.71
H -0.08 0.67 -1.51
H -0.13 2.09 -0.48
H -1.50 0.87 -0.63
H 1.21 -2.04 -0.75
H -0.56 -1.78 -0.97
H 0.01 -3.01 0.26
```

Computed energies relative to the best structure, in kcal/mol: 1 53.2; 2 0.0

1:
Computed, not measured: an isolated ion of composition C3H7N2O2 and charge +1, with the ωB97M-V functional and the def2-TZVPD basis.

- orbital gap (spin up / spin down) (eV) = 5.64 / 7.57
- HOMO (spin up / spin down) (eV) = -9.21 / -14.57
- multiplicity = 3
- ⟨S²⟩ = 2.008
- net charge = +1

The geometry in XYZ format:
```
14
C3H7N2O2, DFT the ωB97M-V functional and the def2-TZVPD basis
C 0.75 0.77 0.14
C 0.04 -1.22 0.25
C -0.70 0.24 0.46
N 1.24 -0.46 -0.08
N -1.71 0.72 -0.53
O 1.24 1.87 0.00
O 2.55 -0.86 -0.32
H 0.34 -1.90 1.18
H -0.18 -1.91 -0.63
H -1.02 0.47 1.41
H -2.32 -0.04 -0.74
H -1.11 1.07 -1.26
H -2.25 1.53 -0.11
H 3.13 -0.30 0.22
```

2:
Computed, not measured: a 2-piece molecular cluster, C3H7N2O2 overall, with the ωB97M-V functional and the def2-TZVPD basis.

- orbital gap (spin up / spin down) (eV) = 7.97 / 6.59
- HOMO (spin up / spin down) (eV) = -12.49 / -14.02
- multiplicity = 3
- ⟨S²⟩ = 2.007
- net charge = +1

The geometry in XYZ format:
```
14
C3H7N2O2, DFT the ωB97M-V functional and the def2-TZVPD basis
C 0.53 0.85 0.93
C 1.09 0.39 -1.47
C -1.53 -1.24 -0.65
N -2.02 -0.33 0.01
N 1.05 1.62 1.78
O 0.89 0.56 -0.23
O -0.75 -2.26 -0.40
H 1.82 -0.35 -1.89
H 0.81 1.05 -2.31
H -1.60 -1.03 -1.77
H -1.94 -0.42 1.03
H 0.63 1.77 2.68
H 1.96 2.13 1.75
H -0.95 -2.73 0.54
```

Computed energies relative to the best structure, in kcal/mol: 1 7.5; 2 0.0

1:
Computed, not measured: C6H8O3 as an isolated structure, with the ωB97M-V functional and the def2-TZVPD basis.

- orbital gap (eV) = 9.96
- HOMO (eV) = -9.46
- multiplicity = 1

The geometry in XYZ format:
```
17
C6H8O3, DFT the ωB97M-V functional and the def2-TZVPD basis
C 0.62 -0.91 1.25
C -0.34 -0.12 0.42
C -0.27 1.43 0.69
C 1.00 0.77 -1.34
C -0.21 -0.18 -0.97
C -1.48 -1.12 -0.20
H 0.78 -1.91 0.77
H -1.23 2.07 0.70
H 0.11 1.51 1.84
H 2.15 0.12 -1.63
H 0.78 1.33 -2.44
H -0.99 0.59 -1.32
H -2.23 -0.21 -0.39
H -1.77 -1.95 0.38
O 0.89 -0.60 2.43
O 0.64 1.85 -0.62
O -0.72 -1.34 -1.43
```

2:
Computed, not measured: C6H8O3 as an isolated structure, with the ωB97M-V functional and the def2-TZVPD basis.

- orbital gap (eV) = 8.65
- HOMO (eV) = -8.11
- multiplicity = 1

The geometry in XYZ format:
```
17
C6H8O3, DFT the ωB97M-V functional and the def2-TZVPD basis
C 0.82 -0.75 1.70
C -0.84 0.59 -0.28
C 0.85 -0.24 0.30
C -0.15 -0.66 -0.66
C -0.48 1.83 -0.86
C -0.45 -1.71 -1.40
O -2.00 0.44 0.47
O 0.59 2.05 -1.47
O 1.93 0.44 -0.07
H -2.12 1.21 1.03
H 1.66 1.09 -0.85
H -1.15 2.68 -0.62
H 1.32 -1.73 1.74
H -0.20 -0.89 2.04
H 1.35 -0.07 2.37
H 0.23 -2.55 -1.47
H -1.36 -1.74 -1.97
```

Computed energies relative to the best structure, in kcal/mol: 1 121.1; 2 0.0

1:
Computed, not measured: a single C2H3FO2 molecule, with the ωB97M-V functional and the def2-TZVPD basis.

- orbital gap (spin up / spin down) (eV) = 11.15 / 7.35
- HOMO (spin up / spin down) (eV) = -10.76 / -8.30
- multiplicity = 1

The geometry in XYZ format:
```
8
C2H3FO2, DFT the ωB97M-V functional and the def2-TZVPD basis
C 0.26 -0.36 0.08
C -0.56 0.83 0.05
O 1.63 -0.15 0.13
O 1.95 1.14 -0.03
F -1.88 0.69 0.07
H -0.02 -1.03 0.91
H 0.09 -0.94 -0.85
H -0.17 1.83 -0.09
```

2:
Computed, not measured: a single C2H3FO2 molecule, with the ωB97M-V functional and the def2-TZVPD basis.

- orbital gap (eV) = 11.62
- HOMO (eV) = -10.71
- multiplicity = 1
- SMILES = CC1(F)OO1

The geometry in XYZ format:
```
8
C2H3FO2, DFT the ωB97M-V functional and the def2-TZVPD basis
C 1.66 -0.12 0.04
C 0.16 0.02 -0.06
O 2.46 0.81 0.52
O 2.44 0.62 -0.88
F 2.09 -1.44 0.27
H -0.28 0.89 -0.56
H -0.35 0.02 1.02
H -0.11 -0.78 -0.71
```

3:
Computed, not measured: a single C2H3FO2 molecule, with the ωB97M-V functional and the def2-TZVPD basis.

- orbital gap (spin up / spin down) (eV) = 10.20 / 10.20
- HOMO (spin up / spin down) (eV) = -10.85 / -10.85
- multiplicity = 1
- SMILES = O=C(F)CO

The geometry in XYZ format:
```
8
C2H3FO2, DFT the ωB97M-V functional and the def2-TZVPD basis
C 0.93 -0.19 -0.06
C -0.51 -0.30 -0.07
O 1.52 1.25 -0.12
O -1.31 0.86 -0.09
F 1.78 -1.15 0.04
H -0.94 -1.15 -0.81
H -0.86 -0.80 0.91
H -0.61 1.47 0.20
```

Computed energies relative to the best structure, in kcal/mol: 1 62.4; 2 3.5; 3 0.0

1:
Computed, not measured: a 2-piece molecular cluster, H3OP overall, with the ωB97M-V functional and the def2-TZVPD basis.

- orbital gap (eV) = 9.25
- HOMO (eV) = -9.32
- multiplicity = 1

The geometry in XYZ format:
```
5
H3OP, DFT the ωB97M-V functional and the def2-TZVPD basis
O 1.14 -0.07 -0.03
P -0.32 0.76 0.00
H 1.59 -0.16 0.73
H -0.85 0.37 -1.25
H -1.56 -0.89 0.54
```

2:
Computed, not measured: a 2-piece molecular cluster, H3OP overall, with the ωB97M-V functional and the def2-TZVPD basis.

- orbital gap (spin up / spin down) (eV) = 8.14 / 7.56
- HOMO (spin up / spin down) (eV) = -9.28 / -9.11
- multiplicity = 1

The geometry in XYZ format:
```
5
H3OP, DFT the ωB97M-V functional and the def2-TZVPD basis
O -0.03 -0.78 0.33
P 0.44 0.58 -0.25
H -0.43 -1.79 -0.96
H -0.79 1.22 -0.18
H 0.81 0.76 1.07
```

Computed energies relative to the best structure, in kcal/mol: 1 0.0; 2 45.1